(1)
{
  "formula": "C3H7NO",
  "method": "ωB97M-V/def2-TZVPD",
  "symbols": ["N", "C", "O", "C", "H", "H", "H", "H", "C", "H", "H", "H"],
  "xyz": [[1.62910, -0.45523, 0.55076], [-0.21064, 0.47691, -0.99334], [-3.62865, 0.10767, 1.69759], [0.53080, -0.48081, -0.36640], [-3.45960, -0.53674, 0.99405], [-3.00245, 0.72259, 1.37363], [-1.33434, 0.50215, -0.77263], [3.73499, -0.04292, 0.34546], [2.69210, -0.12163, -0.08584], [2.66221, -0.19230, -1.15317], [0.26746, 1.51497, -1.24687], [0.11901, -1.49466, -0.34324]],
  "lowdin_charge": [0.116, 0.216, -0.024, -0.071, 0.034, -0.011, 0.137, 0.134, 0.066, 0.092, 0.158, 0.151],
  "molar_mass_g_mol": 73.095,
  "multiplicity": 2,
  "charge": 1
}

---

(2)
{
  "formula": "C3H7NO",
  "method": "ωB97M-V/def2-TZVPD",
  "symbols": ["N", "H", "H", "C", "H", "H", "C", "H", "H", "H", "O", "C"],
  "xyz": [[1.04664, -0.42738, 1.19201], [1.28274, -2.91391, -0.04422], [-0.71692, -0.93123, 0.37234], [2.15727, -2.35163, 0.22911], [3.12977, -2.74875, -0.06179], [-4.48127, 3.95350, -1.96092], [-0.17812, -0.28474, 1.06702], [-0.64143, 0.50911, 1.64944], [3.05977, -0.74074, 1.20448], [-3.27352, 3.11173, -2.37351], [-3.52935, 3.99960, -2.10537], [2.14443, -1.17555, 0.83141]],
  "lowdin_charge": [0.188, 0.091, 0.149, 0.152, 0.106, 0.037, 0.171, 0.142, 0.139, 0.024, -0.061, -0.138],
  "molar_mass_g_mol": 73.095,
  "multiplicity": 2,
  "charge": 1
}

---

Verdict on stability: (1) comes out at the bottom.

---

(1)
{
  "formula": "C6H14N2O2",
  "method": "ωB97M-V/def2-TZVPD",
  "symbols": ["H", "H", "H", "C", "H", "H", "H", "H", "C", "H", "H", "H", "H", "N", "O", "H", "H", "C", "C", "H", "C", "O", "N", "C"],
  "xyz": [[-2.77990, -2.14568, 0.72006], [2.33670, -0.84218, 2.10894], [-3.96300, 0.15583, -0.41037], [-2.98852, 0.72876, -0.50114], [1.45433, 1.11324, 0.84890], [3.76451, -0.25268, 1.31365], [1.84947, 1.28526, -1.65725], [-3.15848, 1.44153, 0.24646], [2.56105, 0.89247, -0.89852], [3.19708, 0.23329, -1.38311], [-2.35412, -0.82550, 1.70343], [-1.71835, -0.86589, -1.34126], [-0.98928, -1.69726, 0.86652], [-0.73508, 0.46276, 0.01886], [0.62809, -1.29732, -1.07893], [3.06665, -1.62292, 0.57106], [-3.03233, 1.28049, -1.46501], [-1.85369, -0.29838, -0.35838], [2.75959, -0.60489, 1.13657], [3.14170, 1.81970, -0.50261], [1.84500, 0.24735, 0.29675], [-0.73445, 1.46613, 0.73571], [0.66581, -0.53300, -0.12260], [-2.00547, -1.32590, 0.78196]],
  "lowdin_charge": [0.097, 0.071, 0.098, -0.058, 0.122, 0.066, 0.090, 0.046, -0.052, 0.041, 0.087, 0.160, 0.059, -0.153, 0.006, 0.134, 0.089, -0.393, -0.065, 0.118, -0.396, 0.011, -0.128, -0.047],
  "molar_mass_g_mol": 146.190,
  "multiplicity": 1,
  "charge": 0
}

---

(2)
{
  "formula": "C6H14N2O2",
  "method": "ωB97M-V/def2-TZVPD",
  "symbols": ["H", "H", "H", "H", "H", "O", "H", "O", "N", "C", "C", "C", "H", "H", "C", "N", "C", "H", "C", "H", "H", "H", "H", "H"],
  "xyz": [[-2.27244, -1.07233, 1.01898], [0.23279, -2.93381, -0.07611], [0.13466, -1.80609, -1.68278], [1.12195, -2.64099, 1.31822], [-0.25983, 3.02725, 1.05501], [2.10105, -0.17239, 0.19562], [1.55823, 0.94501, -1.95290], [-1.97497, 1.28623, -0.47150], [0.83329, -1.11479, -1.58761], [1.27261, -0.08364, -2.51779], [1.20859, -2.50803, 0.31039], [-1.17760, 1.33938, 0.45338], [-0.53342, 0.44257, 2.33799], [2.06241, -2.98418, 0.00832], [0.08259, 2.21695, 0.51346], [-1.27933, 0.62508, 1.64987], [1.43618, -1.05368, -0.35977], [0.92686, 1.75491, 1.04070], [-2.48507, -0.29625, 1.81118], [-3.22935, 0.48921, 1.43132], [0.23871, 2.44493, -0.57938], [-2.67798, -0.66579, 2.72626], [0.46593, 0.07994, -3.27158], [2.32128, -0.25173, -2.86797]],
  "lowdin_charge": [0.092, 0.089, 0.108, 0.030, 0.048, 0.017, 0.115, 0.033, -0.004, -0.085, 0.017, -0.551, 0.136, 0.041, -0.010, -0.022, -0.483, 0.067, -0.041, 0.107, 0.095, 0.023, 0.092, 0.085],
  "molar_mass_g_mol": 146.190,
  "multiplicity": 1,
  "charge": 0,
  "smiles": "CNC(C)=O.CNC(C)=O"
}

---

Verdict on stability: (1) comes out at the bottom.

---

(1)
{
  "formula": "C3HNO2",
  "method": "ωB97M-V/def2-TZVPD",
  "symbols": ["C", "H", "C", "O", "N", "C", "O"],
  "xyz": [[1.02089, -0.23625, 2.53540], [0.54942, -0.20843, -0.97221], [-0.31837, 0.29837, -1.31764], [0.70930, -1.22550, 2.06635], [-2.18450, 0.32764, -3.03229], [-1.21774, 0.30537, -2.27743], [1.44100, 0.73880, 2.99782]],
  "lowdin_charge": [-0.435, 0.021, 0.170, 0.219, 0.160, -0.342, 0.208],
  "molar_mass_g_mol": 83.046,
  "multiplicity": 1,
  "charge": 0
}

---

(2)
{
  "formula": "C3HNO2",
  "method": "ωB97M-V/def2-TZVPD",
  "symbols": ["H", "C", "O", "O", "C", "C", "N"],
  "xyz": [[-2.10945, -0.92324, 0.34181], [-0.81926, -0.20097, 0.25734], [0.17402, 1.78448, -0.41528], [-1.73074, -0.65436, -0.54082], [0.30043, 0.61078, -0.14998], [1.59514, -0.03331, 0.14526], [2.58985, -0.58338, 0.36166]],
  "lowdin_charge": [0.124, -0.011, 0.122, 0.141, -0.446, -0.114, 0.184],
  "molar_mass_g_mol": 83.046,
  "multiplicity": 1,
  "charge": 0
}

---

(3)
{
  "formula": "C3HNO2",
  "method": "ωB97M-V/def2-TZVPD",
  "symbols": ["N", "H", "O", "C", "C", "O", "C"],
  "xyz": [[-1.60846, -1.34302, -0.09662], [2.26007, 0.83016, 0.31038], [1.43622, -1.12311, -0.07414], [1.29625, 0.10115, 0.00894], [-0.10884, 0.70282, 0.08216], [-0.44054, 1.84994, -0.11631], [-1.01513, -0.34458, 0.22383]],
  "lowdin_charge": [0.235, 0.187, 0.064, -0.139, -0.390, 0.153, -0.108],
  "molar_mass_g_mol": 83.046,
  "multiplicity": 1,
  "charge": 0,
  "smiles": "N#CC(=O)C=O"
}

---

Verdict on stability: (2) comes out at the bottom.

---

(1)
{
  "formula": "C3HNO2",
  "method": "ωB97M-V/def2-TZVPD",
  "symbols": ["C", "O", "C", "O", "N", "C", "H"],
  "xyz": [[0.58090, -0.23785, -0.87370], [2.03901, 1.47259, 0.12735], [1.47328, 0.51755, -0.16692], [0.25198, -1.36943, -1.08452], [-1.13132, 0.95030, 0.62428], [-1.47055, -0.11538, 0.71026], [-1.74329, -1.21779, 0.66325]],
  "lowdin_charge": [-0.214, 0.185, -0.174, 0.058, 0.099, -0.076, 0.123],
  "molar_mass_g_mol": 83.046,
  "multiplicity": 1,
  "charge": 0,
  "smiles": "O=C=C=O.C#N"
}

---

(2)
{
  "formula": "C3HNO2",
  "method": "ωB97M-V/def2-TZVPD",
  "symbols": ["O", "N", "O", "C", "H", "C", "C"],
  "xyz": [[1.94957, -0.45911, -0.17455], [-2.40048, -0.35065, -0.16485], [0.64235, 1.76402, -0.03912], [-1.36222, 0.51843, 0.04754], [0.34351, -1.52629, 0.33263], [0.78368, -0.63006, 0.08351], [0.04359, 0.68365, -0.08516]],
  "lowdin_charge": [0.123, 0.166, 0.137, -0.006, 0.103, -0.135, -0.389],
  "molar_mass_g_mol": 83.046,
  "multiplicity": 1,
  "charge": 0,
  "smiles": "N#CC(=O)C=O"
}

---

Verdict on stability: (2) comes out at the bottom.

---

(1)
{
  "formula": "C3H9S",
  "method": "ωB97M-V/def2-TZVPD",
  "symbols": ["C", "C", "H", "H", "H", "H", "S", "H", "H", "H", "H", "H", "C"],
  "xyz": [[-0.14364, -0.45124, 2.14330], [0.76778, 0.61532, -1.20965], [0.64156, 1.26876, -0.34932], [1.21207, 1.20152, -2.02754], [-0.99543, 0.10820, 1.74333], [1.49143, -0.16345, -0.97873], [-0.42069, -0.91445, 3.88236], [-1.10499, -0.32176, -0.71602], [0.73694, 0.17892, 2.00216], [0.02082, -1.32507, 1.49923], [-0.43736, -0.90079, -2.22682], [-1.20055, 0.70625, -2.15081], [-0.56794, -0.00220, -1.61149]],
  "lowdin_charge": [-0.818, -0.181, 0.055, 0.054, -0.028, 0.061, -0.078, 0.048, -0.028, -0.021, 0.058, 0.055, -0.177],
  "molar_mass_g_mol": 77.172,
  "multiplicity": 1,
  "charge": -1
}

---

(2)
{
  "formula": "C3H9S",
  "method": "ωB97M-V/def2-TZVPD",
  "symbols": ["H", "H", "H", "H", "C", "H", "C", "S", "C", "H", "H", "H", "H"],
  "xyz": [[-1.54414, 0.23300, -1.76272], [-1.10445, 1.43590, 0.62990], [-0.37517, 2.70848, -0.39026], [-2.69160, 1.12398, -0.88110], [-1.72834, 1.24809, -1.39850], [0.20584, 1.03933, -0.45676], [-0.68350, 1.66067, -0.35121], [2.48643, -3.65251, 0.19678], [1.82106, -1.94261, 1.64821], [-1.82487, 1.92010, -2.24402], [2.86168, -1.87572, 1.88708], [1.38777, -1.30841, 0.89314], [1.18929, -2.59030, 2.22945]],
  "lowdin_charge": [0.063, 0.058, 0.056, 0.056, -0.176, 0.057, -0.167, -0.419, -0.343, 0.050, -0.091, -0.075, -0.068],
  "molar_mass_g_mol": 77.172,
  "multiplicity": 1,
  "charge": -1
}

---

Verdict on stability: (2) comes out at the bottom.

---

(1)
{
  "formula": "CH10O3S",
  "method": "ωB97M-V/def2-TZVPD",
  "symbols": ["H", "O", "H", "H", "H", "H", "H", "O", "S", "H", "H", "C", "H", "O", "H"],
  "xyz": [[2.02736, 0.44509, -1.21626], [0.07458, -3.46634, 1.71477], [-4.98133, 2.22411, -1.90587], [0.80736, -3.72532, 2.28496], [-1.65439, -2.04022, 3.71536], [-0.69926, -2.82758, 4.60156], [4.03622, 2.74136, -1.82802], [-1.60245, -2.49949, 4.55993], [2.46060, 1.46565, -0.48228], [2.45561, 3.41201, -1.92781], [0.43837, -3.51127, 0.86597], [2.98997, 2.45641, -1.90111], [-4.33502, 1.23634, -2.81846], [-4.74439, 2.10349, -2.82901], [2.72678, 1.98575, -2.83374]],
  "lowdin_charge": [-0.176, -0.031, 0.030, 0.042, 0.028, 0.022, 0.020, -0.062, 0.617, 0.022, 0.000, -0.505, 0.028, -0.058, 0.022],
  "molar_mass_g_mol": 102.155,
  "multiplicity": 1,
  "charge": 0,
  "smiles": "CS.O.O.O"
}

---

(2)
{
  "formula": "CH10O3S",
  "method": "ωB97M-V/def2-TZVPD",
  "symbols": ["O", "H", "O", "H", "S", "C", "H", "H", "H", "O", "H", "H", "H", "H", "H"],
  "xyz": [[-5.01463, -1.07576, 0.20826], [3.15388, -1.50805, -0.25562], [-4.05936, 1.93795, 0.43464], [-4.56633, -0.78059, -0.60397], [3.53197, -1.86956, 0.96855], [2.05244, -2.51970, 1.56600], [-4.17335, 2.89195, 0.55223], [1.19099, -2.47546, 0.90250], [-5.54627, -0.32893, 0.49226], [4.85227, 3.25891, -3.21582], [4.09218, 3.10047, -2.65046], [1.75073, -2.09045, 2.54870], [2.06690, -3.61684, 1.84583], [-4.07534, 1.68201, 1.36762], [4.74391, 3.39403, -4.16072]],
  "lowdin_charge": [-0.071, -0.159, -0.066, 0.042, 0.652, -0.601, 0.041, 0.031, 0.015, -0.065, 0.032, 0.033, 0.044, 0.040, 0.033],
  "molar_mass_g_mol": 102.155,
  "multiplicity": 1,
  "charge": 0,
  "smiles": "CS.O.O.O"
}

---

Verdict on stability: (2) comes out at the bottom.